Entry from the Open Molecules 2025 dataset: an isolated molecule of C6H7NOS (the ωB97M-V functional and the def2-TZVPD basis).

Each line ends with the Löwdin charge.
Cartesian coordinates (Å):
C  -0.641  -1.471  0.139  -0.079
C  0.777  -1.700  0.016  0.011
C  -1.328  -0.370  0.357  -0.072
C  1.778  -0.753  0.007  -0.412
C  1.658  0.645  -0.046  -0.548
C  -2.547  1.627  -0.067  -0.120
N  -2.117  0.520  0.698  0.041
O  3.070  -1.281  0.003  -0.045
S  3.016  1.591  -0.109  0.709
H  -1.177  -2.352  0.036  0.089
H  1.086  -2.704  0.040  0.108
H  0.700  1.064  0.106  0.029
H  -3.416  1.381  -0.799  0.122
H  -2.900  2.363  0.561  0.037
H  -1.677  2.054  -0.638  0.098
H  3.719  -0.613  -0.303  0.032

Calculated values
* structure (SMILES): CN=C=C/C=C(/O)C=S
* HOMO energy: -7.94 eV
* M: 141.195 g/mol
* charge: 0
* frontier orbital gap: 6.679 eV
* ΔE to the lowest compared entry with this formula, charge and spin: 198.75 kJ/mol



Entry from the Open Molecules 2025 dataset: an isolated molecule of C6H7NOS (the ωB97M-V functional and the def2-TZVPD basis).

Each line ends with the Löwdin charge.
Cartesian coordinates (Å):
C  -1.611  0.411  -0.429  -0.041
C  -0.756  1.375  -0.756  -0.116
C  -1.211  -0.853  0.271  -0.439
C  0.651  1.335  -0.440  -0.167
C  0.201  -0.941  0.627  -0.340
C  1.192  0.041  0.194  -0.838
N  -2.065  -1.762  0.380  0.158
O  2.258  0.269  1.016  0.001
S  1.236  -1.384  -0.880  0.932
H  -2.612  0.401  -0.811  0.102
H  -1.207  2.384  -1.164  0.152
H  1.396  1.350  -1.287  0.139
H  0.771  2.133  0.406  0.167
H  0.400  -1.753  1.376  0.134
H  -1.597  -2.631  0.629  0.059
H  2.954  -0.375  0.869  0.097

Calculated values
* structure (SMILES): [H]/N=C1/C=CC[C@]2(O)S[C@H]12
* HOMO energy: -9.35 eV
* M: 141.195 g/mol
* charge: 0
* frontier orbital gap: 9.513 eV
* ΔE to the lowest compared entry with this formula, charge and spin: 104.54 kJ/mol